Entry 1:
DFT (wB97M-V/def2-TZVPD) results for a structure of composition C36H40CdN4OS3 in a non-equilibrium geometry.

E_HOMO: -1.5 eV
LUMO level: 4.1721 eV

Geometry as ORCA input:
```
! RIJCOSX wB97M-V def2-TZVPD def2/J DEFGRID3
* xyz -2 1
Cd -0.0019 -0.5853 -0.7928
C 3.8324 1.3798 -0.5829
C 2.5476 2.1029 -0.6193
N 2.1664 2.6390 -1.6997
N 0.9399 3.2882 -1.7271
C -0.0396 2.6892 -2.2450
S -0.1494 1.0457 -2.8648
S -1.6394 3.5539 -2.3012
C -1.0938 5.1871 -1.6964
C -0.2507 6.0545 -2.5506
C -0.3954 6.1453 -3.8783
C 0.3781 7.0378 -4.6334
C 1.3262 7.8282 -4.0070
C 1.4779 7.7008 -2.6034
C 0.7530 6.7887 -1.9244
C 1.8595 2.2116 0.6954
C 1.9405 3.4583 1.2271
C 1.5568 3.6435 2.5145
C 1.2248 2.5308 3.3151
C 1.0997 1.2575 2.7844
C 1.3944 1.0666 1.4088
O 1.2507 -0.0765 0.8451
H 4.5042 1.8851 0.0887
H 3.6264 0.3755 -0.2816
H 4.2041 1.3638 -1.6204
H -2.0545 5.6815 -1.3879
H -0.5850 5.0091 -0.7132
H -1.1027 5.4876 -4.3756
H 0.2375 7.0185 -5.7366
H 1.9993 8.4926 -4.4981
H 2.2522 8.2535 -2.0998
H 0.9837 6.6188 -0.9058
H 2.3142 4.3138 0.7166
H 1.4895 4.6123 2.9194
H 0.9413 2.7735 4.3719
H 0.8079 0.3376 3.2144
C 1.5027 -4.3315 -0.8289
C 2.6059 -3.7484 -1.5622
C 2.0182 -2.7668 -2.3752
C 0.5690 -2.6448 -2.0842
C 0.3274 -3.6712 -1.0991
C -1.0241 -4.0817 -0.6029
C -0.3803 -2.3186 -3.2215
C 2.7963 -1.8205 -3.1284
C 4.0682 -4.0108 -1.3676
C 1.7026 -5.3418 0.3135
H -1.4323 -5.0243 -0.9837
H -1.6894 -3.2704 -0.6927
H -0.9813 -4.2370 0.4969
H -0.4311 -3.1621 -3.9548
H -0.1409 -1.3689 -3.7733
H -1.4022 -2.3419 -2.8863
H 3.8603 -2.0226 -3.0194
H 2.6942 -0.7731 -2.7342
H 2.6135 -1.6740 -4.2154
H 4.1811 -5.0747 -1.3417
H 4.5582 -3.5540 -0.5477
H 4.6823 -3.7767 -2.2826
H 2.7551 -5.7651 0.4364
H 1.1513 -6.3170 0.3256
H 1.5153 -4.8904 1.2945
C -2.0000 -0.8742 0.0736
C -3.0842 -1.0123 0.5900
C -4.2431 -1.1054 1.3376
C -4.2011 -0.7783 2.7298
C -5.2673 -1.1140 3.5484
C -6.3896 -1.7735 3.0042
C -6.4736 -2.0327 1.6576
C -5.3937 -1.7601 0.8703
H -3.2698 -0.2765 3.0554
H -5.2536 -0.9275 4.5921
H -7.1310 -2.0165 3.7406
H -7.3495 -2.4594 1.2125
H -5.4282 -2.0373 -0.1620
C -0.4573 -2.8037 2.7780
N -0.1370 -2.9241 4.1905
C -0.9676 -3.1109 5.2217
N -2.2712 -3.3818 4.8784
S -0.4573 -3.1654 6.7959
H 0.4727 -2.4544 2.2772
H -1.2024 -2.0581 2.5236
H -0.7176 -3.8129 2.5469
H 0.8149 -2.6294 4.3488
H -2.6489 -3.3093 3.9744
H -2.8595 -3.3646 5.6934
*
```

---

Entry 2:
DFT (wB97M-V/def2-TZVPD) results for a cluster of 3 separate species, C19H44O3S2 in total in a non-equilibrium geometry.

E_HOMO: -9.3 eV
LUMO level: 0.5010 eV

Geometry as ORCA input:
```
! RIJCOSX wB97M-V def2-TZVPD def2/J DEFGRID3
* xyz 0 1
C 3.8038 -3.0597 -0.3724
C 3.7740 -1.7302 -1.1850
C 2.4288 -0.9313 -1.0984
C 1.7569 -0.8892 -2.5197
O 1.5823 -1.5212 -0.1043
S 0.4585 -0.4353 0.4666
O 0.9551 -0.0029 1.7913
O -0.8724 -1.4299 0.7296
C -1.6825 -1.4726 -0.4466
C -1.1903 -2.5396 -1.5117
C -1.8772 -3.9329 -1.2389
S -1.7573 -4.9425 -2.8015
H 3.3458 -3.9035 -0.9292
H 3.4120 -2.9775 0.6552
H 4.8777 -3.3420 -0.2668
H 3.9447 -2.0007 -2.2510
H 4.6069 -1.0539 -0.9119
H 2.6526 0.1360 -0.8652
H 1.5748 -1.9226 -2.8917
H 2.4630 -0.4294 -3.2426
H 0.8036 -0.3224 -2.5092
H -1.7039 -0.4898 -0.9695
H -2.7030 -1.7918 -0.1590
H -1.4300 -2.2364 -2.5522
H -0.1009 -2.7240 -1.4799
H -2.9540 -3.7781 -1.0447
H -1.3648 -4.4826 -0.4301
H -0.7647 -4.2705 -3.4836
C -2.3208 3.6090 -5.6371
C -3.5774 2.7478 -5.6869
C -4.1868 2.4846 -4.3098
C -3.2919 1.7099 -3.3401
C -2.8259 0.3419 -3.8381
C -3.9715 -0.6333 -4.0812
H -1.5189 3.1220 -5.0786
H -1.9504 3.7973 -6.6469
H -2.5281 4.5744 -5.1701
H -3.3572 1.8042 -6.1946
H -4.3243 3.2581 -6.3018
H -5.1320 1.9490 -4.4404
H -4.4476 3.4426 -3.8483
H -3.8364 1.5787 -2.3986
H -2.4126 2.3139 -3.0950
H -2.1615 -0.0937 -3.0858
H -2.2335 0.4484 -4.7515
H -4.5535 -0.7868 -3.1690
H -3.5828 -1.6040 -4.3978
H -4.6448 -0.2789 -4.8634
C 1.6523 2.4207 8.1813
C 2.5345 2.5292 6.9431
C 1.7845 2.2583 5.6386
C 1.1977 0.8513 5.5043
C 2.2085 -0.2886 5.6256
C 3.2728 -0.2684 4.5355
H 1.2539 1.4122 8.3061
H 2.2271 2.6605 9.0786
H 0.8129 3.1177 8.1241
H 3.3894 1.8538 7.0401
H 2.9482 3.5413 6.8989
H 2.4587 2.4529 4.7989
H 0.9690 2.9831 5.5415
H 0.6963 0.7785 4.5341
H 0.4154 0.7101 6.2571
H 1.6664 -1.2369 5.5661
H 2.6883 -0.2714 6.6091
H 2.8154 -0.3261 3.5457
H 3.9441 -1.1233 4.6465
H 3.8824 0.6365 4.5820
*
```

---

Entry 3:
DFT (wB97M-V/def2-TZVPD) results for a structure of composition C38H31N4P2RhS3.

<S²>: 6.0488
E_HOMO (spin up / spin down): -6.0 / -7.7 eV
LUMO level (spin up / spin down): 0.3779 / -1.3215 eV

Geometry as ORCA input:
```
! RIJCOSX wB97M-V def2-TZVPD def2/J DEFGRID3
* xyz 0 5
Rh 3.2373 0.6344 -0.7732
S -0.2175 3.2402 -0.1778
P -1.0156 1.6998 0.7144
C 1.8292 -0.4921 0.0153
P 2.5637 -0.9202 1.5255
S 4.3490 -0.0116 1.2235
C 2.7817 -2.7234 1.6518
C 3.3232 -3.3036 2.7975
C 3.5521 -4.6700 2.8407
C 3.2380 -5.4634 1.7450
C 2.7031 -4.8902 0.5996
C 2.4796 -3.5200 0.5500
C 1.8051 -0.4445 3.1020
C 0.9341 -1.2926 3.7856
C 0.2943 -0.8506 4.9338
C 0.5168 0.4384 5.4001
C 1.3823 1.2859 4.7220
C 2.0234 0.8488 3.5718
C -2.1413 0.8086 -0.4702
C -3.2909 1.7242 -0.8202
C -4.2356 1.4814 -1.7314
C -4.3660 0.3062 -2.6000
C -3.5823 -0.7722 -2.6044
C -2.3931 -0.9790 -1.7153
C -1.9452 2.0831 2.2191
C -2.7813 1.1252 2.7989
C -3.3358 1.3499 4.0495
C -3.0503 2.5213 4.7384
C -2.2246 3.4785 4.1644
C -1.6681 3.2617 2.9118
H 3.5708 -2.6833 3.6517
H 3.9774 -5.1184 3.7301
H 3.4150 -6.5314 1.7834
H 2.4643 -5.5067 -0.2576
H 2.0853 -3.0591 -0.3485
H 0.7650 -2.3032 3.4322
H -0.3791 -1.5121 5.4644
H 0.0143 0.7821 6.2961
H 1.5561 2.2902 5.0872
H 2.6940 1.5044 3.0289
H -3.3543 2.6491 -0.2589
H -5.0039 2.2370 -1.8545
H -5.1874 0.3384 -3.3076
H -3.7972 -1.5595 -3.3183
H -1.9359 -1.9484 -1.8979
H -3.0043 0.2081 2.2671
H -3.9854 0.6048 4.4925
H -3.4731 2.6881 5.7216
H -2.0112 4.3995 4.6934
H -1.0246 4.0028 2.4540
N 4.6366 2.0783 -4.4672
C 3.9109 1.7016 -3.3891
S 4.3741 2.3692 -1.8266
N 2.8870 0.9242 -3.6030
N 2.2343 0.5598 -2.4669
C 0.9088 0.3304 -2.6078
C 0.2865 0.5649 -3.9513
C 0.2625 1.8217 -4.5498
C -0.3504 1.9972 -5.7807
C -0.9355 0.9195 -6.4353
C -0.9112 -0.3374 -5.8480
C -0.3040 -0.5102 -4.6102
C 0.0557 -0.0783 -1.5808
C -1.4079 0.2344 -1.7475
C -2.6165 -0.6617 -0.2047
C -1.6586 -1.4457 0.6197
C -0.3306 -1.3953 0.5070
N 0.4896 -0.6426 -0.3544
H 5.5101 2.5409 -4.3010
H 4.5092 1.5790 -5.3316
H 0.7069 2.6647 -4.0362
H -0.3708 2.9823 -6.2329
H -1.4089 1.0601 -7.3997
H -1.3646 -1.1836 -6.3518
H -0.2786 -1.4917 -4.1483
H -1.5358 0.8700 -2.6103
H -3.6434 -0.7446 0.1467
H -2.0550 -2.1400 1.3498
H 0.2485 -2.0041 1.1843
*
```

---

Entry 4:
DFT (wB97M-V/def2-TZVPD) results for a structure of composition C23H24GeNO3Se3TcTe.

<S²>: 3.7852
E_HOMO (spin up / spin down): -10.6 / -10.6 eV
LUMO level (spin up / spin down): -4.6781 / -5.4270 eV

Geometry as ORCA input:
```
! RIJCOSX wB97M-V def2-TZVPD def2/J DEFGRID3
* xyz 1 4
Tc -0.0492 0.3291 0.2469
Se 0.3399 0.2300 2.6223
Se 0.1365 2.3696 3.6101
Te -0.5265 3.8458 1.8006
Se 0.2814 2.6674 -0.2367
C 1.7220 -2.2989 -1.1668
C 2.5000 -1.0836 -0.7753
N 3.8049 -1.0634 -0.9689
O 1.9536 -0.0768 -0.2597
H 2.3449 -3.0782 -1.5984
H 0.9593 -2.0179 -1.8942
H 1.2260 -2.7009 -0.2815
H 4.2889 -1.8415 -1.3831
H 4.3317 -0.2454 -0.7008
O -2.7149 1.6990 1.6449
C -2.9215 0.7204 0.9783
O -1.9346 0.1289 0.2459
C -4.2623 0.0542 0.8508
C -5.2842 1.0045 0.2034
Ge -7.0639 0.2226 -0.0047
C -8.2419 1.5041 -0.8519
C -8.5627 2.6897 -0.1850
C -9.4079 3.6255 -0.7636
C -9.9522 3.3844 -2.0191
C -9.6479 2.2104 -2.6914
C -8.7953 1.2774 -2.1115
C -6.9056 -1.3411 -1.1491
C -7.9613 -2.2448 -1.2966
C -7.8568 -3.3391 -2.1444
C -6.6908 -3.5493 -2.8673
C -5.6361 -2.6576 -2.7447
C -5.7461 -1.5642 -1.8934
C -7.7821 -0.1560 1.7618
C -9.0144 -0.8011 1.9007
C -9.5619 -1.0405 3.1529
C -8.8913 -0.6258 4.2958
C -7.6815 0.0403 4.1793
C -7.1352 0.2726 2.9219
H -4.5685 -0.2123 1.8627
H -4.1648 -0.8699 0.2845
H -4.9406 1.3053 -0.7901
H -5.3742 1.9188 0.7931
H -8.1630 2.8814 0.8062
H -9.6497 4.5389 -0.2350
H -10.6170 4.1103 -2.4695
H -10.0748 2.0198 -3.6679
H -8.5619 0.3649 -2.6490
H -8.8848 -2.1002 -0.7500
H -8.6875 -4.0262 -2.2436
H -6.6089 -4.4015 -3.5296
H -4.7297 -2.8099 -3.3176
H -4.9172 -0.8678 -1.8315
H -9.5722 -1.1072 1.0238
H -10.5172 -1.5427 3.2377
H -9.3189 -0.8091 5.2730
H -7.1647 0.3851 5.0661
H -6.2039 0.8232 2.8573
*
```

---

Entry 5:
DFT (wB97M-V/def2-TZVPD) results for the molecule C4H4O2S in a non-equilibrium geometry.

E_HOMO: -8.6 eV
SMILES: O=C[C@@H]1OC=CS1
LUMO level: 0.4897 eV

Geometry as ORCA input:
```
! RIJCOSX wB97M-V def2-TZVPD def2/J DEFGRID3
* xyz 0 1
O -2.7872 -0.4247 -0.1484
C -1.6469 -0.1195 -0.2036
C -0.5140 -0.2936 0.7783
O 0.2263 0.8594 0.9302
C 1.0862 0.9266 -0.1355
C 1.4948 -0.3146 -0.4597
S 0.5815 -1.6945 0.2876
H -1.3498 0.3867 -1.2132
H -0.8527 -0.7349 1.8264
H 1.5718 1.9781 -0.2262
H 2.1901 -0.5689 -1.4358
*
```

---

Entry 6:
DFT (wB97M-V/def2-TZVPD) results for a cluster of 11 separate species, C38H62O20 in total in a non-equilibrium geometry.

E_HOMO: -9.8 eV
SMILES: O=C1CCCO1.O=C1CCCO1.O=C1CCCO1.O=C1CCCO1.O=C1CCCO1.O=C1CCCO1.O=C1CCCO1.O=C1CCCO1.O=C1CCCO1.CO.CO
LUMO level: -0.0529 eV

Geometry as ORCA input:
```
! RIJCOSX wB97M-V def2-TZVPD def2/J DEFGRID3
* xyz 0 1
O -17.8502 3.0054 23.1783
C -16.8099 2.5414 22.7795
C -15.8735 1.5890 23.4998
C -14.6602 1.5826 22.5184
C -15.2436 2.0472 21.1980
O -16.3035 2.8890 21.5945
H -15.6447 2.0637 24.4527
H -16.2469 0.6170 23.8177
H -13.8787 2.2245 22.9148
H -14.2939 0.5558 22.4736
H -14.5253 2.5333 20.5353
H -15.6559 1.2610 20.5526
O -13.5973 4.8121 23.3799
C -14.0265 4.8157 24.4936
C -13.3877 5.4970 25.7123
C -14.0263 4.7638 26.8949
C -15.3823 4.3998 26.3109
O -15.1701 4.2511 24.8987
H -12.3121 5.3280 25.7445
H -13.6012 6.5643 25.7161
H -13.3732 3.9619 27.2269
H -14.2384 5.3827 27.7655
H -15.8688 3.5609 26.8107
H -16.1862 5.1283 26.4171
O -13.8264 8.1571 18.5946
C -14.6548 7.4696 19.1006
C -14.5578 6.6925 20.3843
C -15.6518 5.6126 20.2582
C -16.5895 6.2540 19.2446
O -15.8235 7.1874 18.4768
H -13.6294 6.2415 20.7202
H -14.9112 7.2908 21.2295
H -15.2971 4.6979 19.7840
H -16.0783 5.4065 21.2340
H -17.1970 5.5211 18.7077
H -17.4045 6.8833 19.6369
O -14.2999 10.1215 27.6355
C -15.1136 9.3724 28.0796
C -14.9809 7.9998 28.6865
C -16.3848 7.4461 28.5019
C -17.2290 8.7375 28.5648
O -16.4526 9.7489 27.9465
H -14.2931 7.4632 28.0379
H -14.6516 8.1082 29.7178
H -16.4884 6.9373 27.5454
H -16.6531 6.7341 29.2825
H -18.1977 8.6045 28.0773
H -17.5008 9.0076 29.5918
O -15.4973 7.5801 24.4700
C -16.6027 7.5420 24.0016
C -17.5657 6.3849 24.0436
C -18.5789 6.7272 22.9588
C -18.4937 8.2571 22.9752
O -17.1623 8.5868 23.3775
H -17.0394 5.4324 23.9876
H -18.0130 6.3435 25.0423
H -18.3065 6.4678 21.9321
H -19.5794 6.3186 23.0749
H -18.6439 8.7138 21.9966
H -19.2665 8.7086 23.6046
O -14.7451 4.3022 30.0396
C -15.1206 3.7203 31.0169
C -15.8843 2.4144 31.1293
C -16.6708 2.5348 32.4315
C -15.9116 3.6466 33.2018
O -15.0814 4.2924 32.2171
H -16.5135 2.2229 30.2655
H -15.1614 1.5972 31.2163
H -17.6816 2.7939 32.1133
H -16.7129 1.6248 33.0226
H -16.5316 4.4157 33.6457
H -15.2238 3.1398 33.8764
O -8.6606 3.4455 28.9229
C -9.7483 2.9790 29.1486
C -10.9659 3.0826 28.2610
C -12.0394 2.2892 28.9975
C -11.2056 1.3947 29.9183
O -9.9865 2.1406 30.1548
H -11.0486 4.1512 28.0565
H -10.6057 2.6408 27.3249
H -12.5694 3.0200 29.6114
H -12.7623 1.8002 28.3504
H -11.6698 1.2962 30.8971
H -10.9347 0.4245 29.5068
O -11.4701 -0.9904 21.0627
C -11.2421 0.1781 21.1293
C -11.0464 1.1884 20.0069
C -10.3781 2.3721 20.6930
C -10.7521 2.2263 22.1655
O -11.1172 0.8516 22.3058
H -10.4144 0.6084 19.3243
H -11.9082 1.4400 19.3920
H -9.2980 2.4150 20.5413
H -10.7059 3.2851 20.1916
H -9.9089 2.5207 22.7869
H -11.5167 2.9538 22.4501
O -8.9189 2.2965 25.2879
C -8.7963 3.4860 25.1491
C -7.5368 4.2995 25.2397
C -7.9419 5.6374 24.6942
C -9.4565 5.6932 25.0631
O -9.8465 4.2992 25.0876
H -7.2877 4.4072 26.2995
H -6.7090 3.7492 24.7953
H -7.2729 6.4544 24.9736
H -7.8901 5.7875 23.6107
H -9.8136 6.1190 26.0011
H -9.9807 6.2404 24.2810
C -12.3283 8.5163 24.0072
O -12.8037 7.7480 22.9011
H -11.6528 7.8848 24.5832
H -11.8194 9.3980 23.6202
H -13.1547 8.9056 24.6035
H -13.6323 7.3304 23.1579
C -18.6449 3.0488 27.4188
O -18.3407 3.7086 26.2275
H -17.8050 2.6194 27.9766
H -19.1591 3.7143 28.1173
H -19.4143 2.2908 27.2242
H -18.1090 3.1594 25.4689
*
```

---

Entry 7:
DFT (wB97M-V/def2-TZVPD) results for the molecule C3H4N2OS in a non-equilibrium geometry.

E_HOMO: -8.4 eV
SMILES: [H]/N=c1\[nH]c(S)co1
LUMO level: 0.3889 eV

Geometry as ORCA input:
```
! RIJCOSX wB97M-V def2-TZVPD def2/J DEFGRID3
* xyz 0 1
H -1.3070 2.4731 -0.5114
N -2.0063 1.6938 -0.1254
C -1.1106 0.8138 0.0544
N 0.3354 0.9021 0.0469
C 0.8094 -0.4501 0.0603
S 2.4940 -0.8861 -0.1208
C -0.1892 -1.2962 0.2850
O -1.3969 -0.4986 0.4461
H 0.7344 1.7005 -0.6925
H 2.0073 -2.1208 0.2008
H -0.3706 -2.3316 0.3567
*
```

---

Entry 8:
DFT (wB97M-V/def2-TZVPD) results for the ion CH4N3 with charge +1 in a non-equilibrium geometry.

E_HOMO: -15.9 eV
SMILES: [NH3+]N1C=N1
LUMO level: -4.9473 eV

Geometry as ORCA input:
```
! RIJCOSX wB97M-V def2-TZVPD def2/J DEFGRID3
* xyz 1 1
N -0.5417 0.5075 -0.1344
N 0.9965 0.7110 -0.2374
C 1.8152 -0.2862 -0.7185
N 1.9271 -0.2074 0.5509
H -0.8843 -0.4472 -0.3418
H -0.9373 1.1578 -0.8589
H -0.9104 0.7228 0.7096
H 2.3166 -0.5704 -1.6744
*
```

---

Entry 9:
DFT (wB97M-V/def2-TZVPD) results for the molecule C3H6N2O2S in a non-equilibrium geometry.

E_HOMO (spin up / spin down): -8.4 / -9.4 eV
LUMO level (spin up / spin down): -1.5099 / -0.6996 eV

Geometry as ORCA input:
```
! RIJCOSX wB97M-V def2-TZVPD def2/J DEFGRID3
* xyz 0 1
C -0.0785 -0.0131 0.4765
C -0.7718 -0.7718 -1.5949
C -0.9995 -0.9498 1.1697
N 0.7691 0.7267 1.2720
N 0.0516 0.0956 -0.7965
O 3.2863 3.2915 0.2091
O 1.7259 1.6627 0.9116
S 2.2168 2.4528 -0.3093
H -1.8709 -0.8049 -1.3883
H -0.5181 -0.4997 -2.5515
H -1.8394 -0.2958 1.3896
H -0.5699 -1.2662 2.1433
H -1.0738 -1.8614 0.4618
H -0.3279 -1.7666 -1.3932
*
```

---

Entry 10:
DFT (wB97M-V/def2-TZVPD) results for the molecule C3H5NOS in a non-equilibrium geometry.

E_HOMO: -9.7 eV
SMILES: N[C@H]1CSC1=O
LUMO level: 0.4628 eV

Geometry as ORCA input:
```
! RIJCOSX wB97M-V def2-TZVPD def2/J DEFGRID3
* xyz 0 1
N -0.0142 1.3208 0.6431
C 0.2457 -0.0606 0.3686
C -1.0045 -0.6663 -0.2793
S 0.0225 -1.5408 -1.6143
C 1.1308 -0.4231 -0.8531
O 2.1964 0.1089 -1.1346
H 0.8089 1.8606 0.3932
H -0.3772 1.4487 1.6339
H 0.3633 -0.7843 1.3557
H -1.7706 -1.4034 0.2311
H -1.6010 0.1396 -0.7443
*
```